{"formula": "C37H26NPPdSe", "method": "ωB97M-V/def2-TZVPD", "charge": -2, "lumo_energy_ev": 4.53, "species": ["H", "C", "C", "H", "H", "H", "Se", "C", "C", "H", "H", "C", "C", "H", "C", "C", "C", "H", "C", "C", "C", "C", "C", "C", "C", "H", "C", "C", "H", "C", "C", "H", "H", "H", "H", "C", "C", "H", "H", "C", "H", "C", "C", "C", "H", "H", "N", "C", "C", "H", "C", "H", "C", "C", "P", "H", "C", "H", "H", "Pd", "C", "C", "C", "H", "C", "H", "C"], "coordinates": [[1.77685, 5.94424, -3.79924], [4.69840, -2.09283, -0.76532], [-1.41818, 2.44263, 3.24659], [1.84042, 3.48031, -4.13922], [3.20774, -1.90119, -3.80060], [-4.56237, -2.06475, 0.86664], [2.30692, 0.64282, 0.98642], [-1.61878, 1.49571, 4.22949], [-1.29633, 0.16479, 3.96974], [-1.66397, 3.47747, 3.46406], [5.68482, -1.64728, -0.71564], [3.21251, -3.91882, -0.29266], [2.59088, -1.19464, -4.33689], [-2.01074, 1.78995, 5.19788], [2.15192, -3.19889, -0.82700], [0.73343, 0.30991, -4.43586], [-3.70896, -2.06028, 0.19316], [0.37731, 1.25757, -6.32639], [-2.50593, -2.99632, -1.65731], [1.00465, 0.57229, -5.76768], [-0.32928, -2.10060, -2.28886], [-1.46941, -2.03281, -1.44122], [4.48659, -3.37337, -0.27182], [0.86149, 3.04633, -2.29973], [2.08838, -0.03324, -6.39068], [-2.90251, -0.31196, 1.09814], [2.36098, -1.92724, -1.34288], [0.83704, 5.79853, -1.88879], [0.90576, 1.97556, -2.41159], [-0.26732, -2.99972, -3.33274], [-2.72380, -1.06548, 0.34137], [3.78464, -0.34563, -1.60980], [-3.23267, -4.58783, -2.91715], [3.03923, -4.90979, 0.11244], [-0.54629, -1.23530, 2.54658], [-0.58020, 3.11342, 0.98935], [-0.16974, 5.40789, 0.35005], [0.60880, -3.02789, -3.96853], [5.31300, -3.92933, 0.15781], [1.39106, 3.89084, -3.24205], [2.32510, 0.19249, -7.42385], [-0.79179, -0.19804, 2.73342], [-1.56398, -1.02293, -0.41907], [-2.41417, -3.89466, -2.74458], [3.71504, -1.40606, -6.14949], [-0.10865, 0.79212, -3.95030], [-0.22443, 2.67068, -0.21376], [1.36652, 5.28085, -3.04599], [-0.56717, 4.49863, 1.28389], [-0.15940, 6.46963, 0.57447], [-0.58903, 0.74004, 1.71395], [-0.85646, 4.84294, 2.26751], [3.63714, -1.36448, -1.27544], [-1.32277, -3.89017, -3.57245], [0.98687, -0.88283, -1.94662], [-1.43638, -0.58843, 4.73998], [0.31189, 4.95036, -0.89615], [0.82257, 6.87128, -1.71882], [1.15304, -3.61849, -0.83199], [0.10892, 0.22224, -0.08531], [-0.89677, 2.09275, 1.99174], [0.29284, 3.54451, -1.11062], [-3.61435, -3.01339, -0.78521], [-1.27177, -4.57579, -4.41218], [2.87171, -0.92276, -5.66845], [-4.37616, -3.77922, -0.90091], [1.52611, -0.56560, -3.68896]], "atomic_forces_ev_per_a": [[0.0069, -0.0079, 0.0060], [0.0313, -0.1084, -0.0262], [-0.0009, 0.1240, -0.0532], [-0.0014, -0.0301, 0.0153], [0.0286, -0.0091, 0.0967], [-0.0139, 0.0149, -0.0204], [0.3529, 0.3577, 0.0631], [-0.0713, 0.1514, 0.1408], [0.0805, -0.1633, -0.2075], [-0.0277, -0.0395, 0.0293], [-0.0224, 0.0276, 0.0206], [-0.0236, -0.1282, 0.0708], [-0.0544, 0.1154, 0.1019], [-0.0148, 0.0032, -0.0176], [-0.0003, 0.0470, -0.1356], [-0.0105, 0.0110, 0.1612], [-0.0473, -0.1126, -0.1108], [-0.0153, 0.0168, 0.0519], [0.1601, 0.1175, 0.0012], [0.0319, 0.0518, -0.1526], [-0.2044, -0.2035, -0.5237], [-0.1886, -0.2691, -0.0352], [0.0819, 0.0462, 0.0255], [0.1340, 0.0225, -0.2725], [-0.0001, -0.0252, 0.1001], [0.1079, 0.0165, 0.0733], [-0.0806, -0.0426, -0.2335], [0.0893, 0.0500, -0.2479], [-0.0107, -0.0896, 0.0656], [0.1379, 0.2259, 0.3017], [0.0768, 0.0144, -0.1514], [0.0154, -0.0006, 0.0344], [0.0028, -0.0079, 0.0122], [-0.0072, 0.0114, 0.0137], [0.0598, -0.0015, -0.0356], [0.2338, -0.5783, -0.7542], [-0.0363, -0.1814, 0.2612], [0.0042, 0.0251, -0.0541], [-0.0139, -0.0306, -0.0163], [-0.1110, -0.2777, 0.0898], [-0.0271, -0.0307, -0.0141], [-0.2855, 0.0658, 0.3753], [0.0292, 0.3390, -0.0850], [0.1420, -0.0402, -0.0491], [-0.0045, -0.0264, 0.0304], [-0.0182, -0.0162, -0.0436], [0.0274, 0.5803, 0.4467], [-0.0956, 0.3399, 0.1683], [0.0028, 0.5854, 0.0418], [-0.0157, 0.0106, -0.0049], [0.5775, 0.2014, -0.1881], [-0.0092, -0.0238, -0.0230], [-0.0590, 0.1330, 0.0138], [-0.2275, -0.2034, -0.0127], [0.2123, -0.3581, 0.8755], [0.0154, 0.0095, 0.0089], [0.0181, -0.3546, -0.0558], [0.0383, -0.0069, 0.0038], [0.0281, -0.0393, 0.0085], [-0.3277, -0.5921, -0.4624], [-0.2453, -0.3933, 0.2704], [-0.1822, 0.4834, 0.1480], [-0.2106, 0.0211, 0.1556], [0.0153, -0.0067, 0.0179], [0.0486, 0.0565, -0.1440], [-0.0022, 0.0236, -0.0478], [-0.1243, 0.0991, -0.1226]]}



{"formula": "C37H26NPPdSe", "method": "ωB97M-V/def2-TZVPD", "multiplicity": 3, "relative_energy_ev": 0.137, "charge": -2, "lumo_energy_ev": [4.44, 4.44], "species": ["H", "C", "H", "C", "C", "H", "H", "C", "H", "H", "H", "C", "C", "C", "C", "C", "H", "N", "H", "C", "H", "C", "C", "C", "C", "H", "C", "H", "C", "Pd", "C", "H", "C", "C", "C", "C", "C", "C", "C", "C", "H", "H", "C", "C", "C", "Se", "C", "C", "C", "C", "C", "H", "H", "C", "P", "H", "C", "H", "H", "H", "H", "H", "H", "C", "C", "H", "H"], "coordinates": [[-2.07248, -2.83283, -1.83244], [-4.88219, -1.09537, -1.33524], [1.19858, -0.36064, 6.46892], [-2.76205, 0.73153, 5.84909], [-2.63641, 4.36308, -1.46896], [-4.61028, -1.02132, -2.38190], [-1.18102, -2.13836, -5.96570], [0.93567, 2.59187, -0.12438], [-3.56516, -0.69381, 1.75643], [-2.34389, 1.08636, 2.48542], [-2.67081, 5.43380, -1.64846], [4.08687, -0.34213, -0.23060], [-0.14681, 1.75224, -0.28018], [-1.34419, 2.39801, -0.77444], [3.68386, -0.04686, 2.11213], [-5.57966, -1.31276, 1.34208], [1.78538, 4.57405, -0.24971], [0.08969, 0.31735, 2.80226], [-7.50606, -1.94517, 0.63511], [-6.15965, -1.51244, -0.98072], [4.76874, -0.43516, -1.07065], [0.89125, 3.97797, -0.40740], [-1.40869, -1.75588, -4.97729], [-1.93705, -2.14307, -2.65716], [-4.30136, -0.90088, 0.98621], [-4.09051, 1.31198, 4.26632], [-2.12137, 0.85692, 3.52136], [-3.51138, 0.83290, 6.62759], [2.29762, -0.12113, 1.92367], [-0.20879, -0.24993, 0.33283], [-2.52502, 1.63049, -0.99393], [2.81189, -0.55602, 4.57770], [-3.94696, -0.77349, -0.35668], [1.79302, -0.27285, 0.61208], [-1.45185, 0.35041, 6.17226], [-0.80053, 0.44971, 3.80862], [-6.51081, -1.61601, 0.35887], [2.71099, -0.39148, -0.43371], [-3.69801, 2.20655, -1.39163], [1.79020, -0.25286, 4.38546], [-4.69023, 4.05812, -1.93876], [-1.18265, 0.15492, 7.20743], [-3.08495, 0.99275, 4.52537], [0.88779, -0.15189, 5.45018], [-1.43204, -0.38813, -4.74487], [-0.13809, -2.68847, 0.67110], [-3.75654, 3.60202, -1.62991], [1.37552, -0.01252, 3.08801], [4.57715, -0.15992, 1.05659], [-1.97750, -0.76892, -2.41908], [-1.71840, 0.10048, -3.47526], [-0.29010, 5.64670, -1.05350], [-1.22246, 0.30533, -5.55109], [-0.45773, 0.21255, 5.18849], [-2.25418, -0.15670, -0.70656], [-6.87862, -1.75929, -1.75337], [-0.24908, 4.58054, -0.85395], [-4.58658, 1.60212, -1.53493], [-1.61872, -3.70121, -4.08901], [4.07465, 0.12196, 3.10934], [5.64515, -0.09530, 1.23882], [1.86719, 2.18530, 0.25045], [2.33402, -0.52114, -1.44196], [-1.66153, -2.63044, -3.92649], [-1.40917, 3.79156, -1.04310], [-5.83628, -1.40790, 2.39000], [-1.72561, 1.16896, -3.30216]], "atomic_forces_ev_per_a": [[0.0025, 0.0177, 0.0260], [-0.0982, 0.0171, -0.0693], [0.0106, -0.0061, -0.0008], [0.1685, -0.0375, -0.0286], [0.1061, 0.0365, 0.0231], [0.0010, -0.0040, 0.0073], [-0.0017, -0.0064, 0.0027], [0.0965, 0.1033, -0.0051], [0.0020, 0.0202, -0.0087], [-0.0402, 0.0100, -0.0222], [0.0048, -0.0029, -0.0038], [-0.0154, 0.0043, 0.0386], [-0.1679, 0.0711, 0.0076], [0.0715, -0.1210, 0.0606], [0.0345, 0.0024, 0.0018], [0.0784, 0.0217, -0.0207], [0.0061, -0.0128, 0.0059], [0.0406, 0.0484, 0.1045], [0.0004, 0.0011, -0.0021], [0.0640, 0.0175, -0.0072], [-0.0099, -0.0016, -0.0096], [0.0668, -0.1222, 0.0401], [-0.0160, 0.0281, 0.0543], [0.0556, -0.0541, 0.0021], [-0.0252, -0.0681, 0.0450], [0.0148, -0.0089, -0.0189], [-0.0439, 0.0133, 0.0404], [0.0108, -0.0037, 0.0059], [-0.0131, 0.0157, 0.0759], [-0.5669, 0.0059, -0.4025], [0.0898, -0.1643, 0.1637], [-0.0033, -0.0085, 0.0210], [0.1509, -0.0525, 0.1927], [0.1823, 0.0243, 0.2181], [-0.1201, 0.0290, 0.0249], [-0.0095, 0.0314, 0.1392], [-0.0192, -0.0097, -0.0142], [-0.0547, -0.0014, 0.0107], [-0.1269, 0.1934, -0.1201], [-0.0518, -0.0194, 0.2018], [-0.0104, -0.0083, -0.0006], [-0.0039, 0.0002, -0.0041], [0.0477, -0.0073, -0.0781], [-0.0182, 0.0043, -0.1101], [-0.0193, -0.0390, 0.0264], [-0.0373, -0.0418, -0.0159], [-0.0494, -0.2290, 0.0296], [-0.0196, 0.0053, -0.2866], [-0.0711, 0.0010, -0.0055], [-0.1334, 0.0539, -0.0230], [-0.0069, -0.0051, -0.0371], [0.0008, 0.0007, -0.0008], [0.0019, 0.0040, 0.0045], [0.0783, -0.0247, -0.0784], [0.4081, 0.1711, -0.1584], [-0.0037, -0.0013, 0.0004], [-0.1190, -0.0465, -0.0258], [0.0056, -0.0007, 0.0145], [-0.0094, 0.0065, 0.0067], [0.0055, 0.0060, -0.0037], [0.0031, 0.0004, 0.0029], [0.0126, 0.0248, 0.0006], [-0.0014, -0.0037, -0.0270], [0.0055, 0.0165, 0.0152], [0.0534, 0.0878, -0.0080], [0.0039, 0.0078, -0.0017], [0.0024, 0.0098, -0.0163]]}



{"formula": "C37H27Cl3N3O2ReS2Si", "method": "ωB97M-V/def2-TZVPD", "multiplicity": 2, "relative_energy_ev": 0.241, "charge": -1, "lumo_energy_ev": [2.21, 1.92], "species": ["H", "Cl", "H", "H", "H", "Cl", "C", "C", "N", "C", "H", "C", "O", "H", "C", "C", "H", "C", "C", "C", "H", "C", "C", "C", "H", "C", "S", "C", "Si", "H", "H", "H", "H", "C", "Cl", "C", "C", "C", "C", "H", "H", "H", "S", "H", "H", "C", "C", "H", "C", "C", "C", "N", "C", "C", "H", "Re", "C", "C", "H", "C", "H", "C", "C", "C", "H", "H", "C", "C", "H", "H", "O", "H", "C", "N", "C", "C"], "coordinates": [[0.46289, -1.20336, -4.19593], [-1.11514, 4.71052, 0.86653], [-3.07063, 0.05403, -4.54279], [5.05657, -4.28810, 1.68261], [4.37094, 2.39011, 4.37490], [2.10029, 3.92504, 1.04733], [-1.47747, 0.70886, 4.68258], [-3.75950, -1.92634, -4.12360], [-3.45163, -0.85160, 5.30687], [3.14965, 0.90373, 5.31909], [4.00178, 0.07555, 0.23206], [2.11407, -0.68245, 3.84065], [-1.58902, 0.79097, -0.83035], [0.65878, -2.48617, 0.34086], [2.30579, -0.14556, -1.04877], [2.68923, -0.05350, 2.73464], [-2.20501, -1.43210, -0.62847], [-2.82251, 2.68794, -3.64450], [1.62489, -2.88653, 0.61788], [-0.60409, 0.94076, -3.01770], [4.50574, -1.91776, 2.09355], [-1.88531, 0.79555, -2.19128], [3.78568, -2.56358, 1.60106], [-2.57493, -0.15644, 5.03038], [3.95469, 1.56937, 2.10546], [-3.85089, -2.94571, -3.18132], [-1.99788, 0.24456, 2.01625], [-3.70997, 3.74123, -3.84527], [0.28285, 3.34626, 0.16482], [2.58963, -2.36278, -3.57572], [1.85219, -0.68583, 5.96530], [-0.80334, 0.66945, -4.05413], [-3.66826, 4.31077, -4.76642], [3.16400, -4.73615, 0.76808], [0.58271, 3.96639, -1.81933], [3.74306, 1.51895, 4.23182], [1.92688, -4.22718, 0.39975], [-1.16516, 0.95006, 3.36642], [2.86411, -1.14384, -1.83627], [3.80010, -1.59681, -1.53458], [-5.37060, 3.59256, -0.90216], [1.44998, -1.52535, 3.67925], [0.08122, 1.96217, 2.80889], [1.19142, -4.87239, -0.06588], [-2.09878, 2.46123, -4.41921], [2.25734, -0.54766, 1.35249], [2.55397, -2.04150, 1.21224], [-3.34257, -3.55027, -1.18595], [4.09332, -3.89853, 1.37594], [-2.84648, 1.95340, -2.46349], [-2.63679, -1.57049, -1.61106], [1.15425, 0.47005, -1.37011], [-3.11817, -0.73921, -3.80356], [-3.78123, 2.28571, -1.48554], [-3.79859, 1.72719, -0.55861], [-0.28255, 1.03100, 0.57235], [2.33466, -0.21024, 5.12017], [1.01342, -0.92517, -3.30614], [-0.29179, 1.98225, -2.98886], [-0.71515, 1.29357, 5.75520], [3.39985, -5.77958, 0.59786], [-4.66335, 3.33731, -1.68217], [-2.55662, -0.54335, -2.54181], [2.19424, -1.56138, -2.96255], [3.29629, 1.29621, 6.31763], [-5.31163, 4.90095, -3.00959], [-4.63089, 4.07128, -2.86270], [2.92436, 0.24775, 0.24043], [2.71967, 1.30457, 0.41969], [-4.20116, -2.05176, -5.10487], [0.85804, -0.37778, 1.22704], [-4.36946, -3.86668, -3.42045], [0.53793, 0.11155, -2.52236], [-0.10925, 1.74592, 6.62525], [-3.28096, -2.76499, -1.93032], [3.51029, 1.04336, 2.94049]], "atomic_forces_ev_per_a": [[0.0294, 0.0292, 0.0174], [0.0209, 0.0790, -0.0620], [-0.0350, -0.0038, 0.0438], [-0.0113, 0.0079, 0.0054], [-0.0204, -0.0069, -0.0095], [-0.0427, 0.1295, -0.0855], [-0.1047, -0.1549, 0.5282], [0.0355, 0.0029, 0.0592], [0.0084, 0.0163, -0.0014], [-0.0398, -0.0648, -0.0303], [-0.0054, -0.0098, -0.0239], [-0.0077, -0.0038, 0.0063], [-0.6766, -0.6740, -0.1364], [0.0149, -0.0161, -0.0310], [-0.1134, 0.2303, -0.2453], [-0.2185, 0.0102, 0.0783], [-0.0494, 0.0205, -0.0112], [-0.0539, 0.0568, -0.0048], [0.0060, -0.1327, 0.0509], [0.0506, 0.0869, 0.0381], [-0.0185, -0.0193, -0.0258], [0.1709, 0.1609, 0.2193], [0.0378, 0.0244, -0.0470], [0.4566, 0.3063, -0.0884], [-0.0086, -0.0035, 0.0257], [0.0427, 0.0645, 0.0159], [-0.0088, 0.6248, -0.1470], [0.0201, -0.0617, 0.0537], [-0.1102, -0.1950, 0.2359], [-0.0285, 0.0161, 0.0261], [0.0044, 0.0284, -0.0263], [0.0313, 0.0191, -0.0227], [0.0044, -0.0179, 0.0235], [-0.0046, 0.0722, 0.0400], [0.0652, 0.0948, 0.0278], [-0.0271, -0.0924, -0.0799], [0.0223, 0.0688, 0.0068], [-0.3469, -0.1417, 0.2997], [0.1333, 0.0435, 0.0328], [-0.0483, 0.0070, 0.0302], [0.0143, -0.0054, -0.0232], [0.0200, 0.0282, 0.0041], [0.4679, 0.2912, -0.0924], [-0.0001, 0.0091, 0.0179], [-0.0243, 0.0180, 0.0374], [-0.3513, -0.0755, 0.6743], [0.0341, -0.0113, -0.1817], [0.0018, 0.0243, -0.0179], [-0.0573, 0.0348, -0.0146], [-0.0583, 0.0201, -0.0630], [-0.0237, -0.1185, -0.0233], [-0.1049, -0.2892, 0.1598], [0.0230, -0.0299, -0.0280], [-0.0477, 0.0408, -0.0195], [0.0326, 0.0071, -0.0031], [0.1139, -0.2804, -0.6060], [0.0852, 0.0611, -0.0141], [0.0825, -0.0578, -0.0726], [0.0105, 0.0068, 0.0024], [-0.3367, -0.2127, -0.3673], [-0.0026, 0.0128, -0.0022], [0.0379, -0.0067, -0.0358], [-0.1613, 0.0432, 0.0227], [-0.0655, -0.0928, -0.1324], [-0.0139, -0.0140, -0.0224], [0.0062, -0.0178, 0.0030], [0.0328, -0.0498, 0.0159], [0.2117, 0.1407, -0.1625], [0.0647, 0.0027, -0.0133], [0.0060, 0.0054, 0.0059], [0.5502, -0.4254, -0.0198], [0.0359, 0.0191, 0.0020], [0.1393, 0.2559, 0.1213], [-0.0211, -0.0101, -0.0272], [0.0495, 0.0776, 0.0028], [0.0740, -0.0031, 0.0862]]}



Molecular weight for every record listed, in sequence, given in g mol⁻¹: 700.98, 700.98, 930.43.